Record 1
DFT (the ωB97M-V functional and the def2-TZVPD basis) results for a 2-piece molecular cluster, C2H3I3O overall in a non-equilibrium geometry.

Last column: Löwdin charge in e.
Element x y z (Å)
I: 2.399 -0.601 -0.234  0.83
C: 0.380 -1.321 -0.556  -0.66
C: -0.699 -0.530 -0.583  -0.71
I: -2.580 -1.353 -1.166  0.76
H: 0.426 -2.306 -0.910  -0.01
H: -0.625 0.471 -0.314  -0.05
O: 0.445 1.348 1.366  -0.86
I: -0.838 2.800 1.695  0.85
H: 1.092 1.492 0.700  -0.14

## Properties
- HOMO level (eV) = -9.11
- relative energy (zero: lowest compared OMol25 entry of this formula, charge and spin) (kcal/mol) = 35.8
- SMILES = I/C=C/I.OI
- orbital gap (eV) = 8.4
- LUMO energy (eV) = -0.75


Record 2
DFT (the ωB97M-V functional and the def2-TZVPD basis) results for C40H50F6N7O6S2Sc as an isolated structure.

Last column: Löwdin charge in e.
Element x y z (Å)
Sc: 0.795 -0.254 0.189  1.08
C: -3.683 -2.362 -0.141  -0.07
C: -2.356 -2.890 0.410  -0.36
C: -2.622 -3.932 1.501  -0.04
C: -1.467 -3.464 -0.679  -0.14
C: -2.028 -4.293 -1.646  -0.04
C: -1.255 -4.844 -2.652  -0.07
C: 0.100 -4.561 -2.706  -0.04
C: 0.705 -3.752 -1.750  -0.14
C: 2.200 -3.504 -1.793  -0.38
C: 2.757 -3.470 -3.215  -0.07
C: 2.941 -4.547 -0.950  -0.03
C: -0.086 -3.212 -0.723  -0.18
N: 0.515 -2.395 0.287  0.00
C: 0.763 -3.042 1.459  -0.47
O: 0.688 -4.239 1.688  0.07
C: 1.159 -2.090 2.562  -0.16
C: 1.757 -2.434 3.757  0.04
C: 2.138 -1.406 4.613  0.00
C: 1.902 -0.078 4.279  0.03
C: 1.261 0.176 3.083  -0.17
N: 0.910 -0.818 2.276  0.05
C: 0.894 1.555 2.567  -0.48
O: 1.171 2.528 3.241  0.10
N: 0.245 1.504 1.360  0.01
C: -0.548 2.657 1.075  -0.17
C: -1.589 2.995 1.966  -0.14
C: -2.379 4.106 1.690  -0.05
C: -2.190 4.857 0.543  -0.07
C: -1.200 4.486 -0.351  -0.04
C: -0.373 3.394 -0.110  -0.13
C: 0.731 3.072 -1.103  -0.38
C: 0.329 3.285 -2.563  -0.06
C: 1.993 3.861 -0.753  -0.04
C: -1.928 2.181 3.207  -0.36
C: -1.754 3.015 4.477  -0.05
C: -3.339 1.586 3.120  -0.05
H: -4.235 -1.840 0.645  0.08
H: -4.317 -3.177 -0.496  0.07
H: -3.527 -1.672 -0.971  0.06
H: -1.823 -2.050 0.864  0.12
H: -3.189 -4.771 1.088  0.09
H: -3.209 -3.496 2.313  0.08
H: -1.690 -4.323 1.907  0.07
H: -3.087 -4.516 -1.607  0.11
H: -1.706 -5.493 -3.392  0.10
H: 0.696 -4.992 -3.499  0.11
H: 2.390 -2.530 -1.333  0.09
H: 2.705 -4.452 -3.688  0.07
H: 3.806 -3.178 -3.202  0.07
H: 2.213 -2.763 -3.847  0.08
H: 2.810 -5.540 -1.387  0.09
H: 2.557 -4.579 0.069  0.07
H: 4.010 -4.324 -0.919  0.08
H: 1.937 -3.476 3.981  0.13
H: 2.641 -1.642 5.542  0.12
H: 2.217 0.749 4.898  0.13
H: -3.166 4.380 2.383  0.11
H: -2.809 5.723 0.345  0.10
H: -1.055 5.073 -1.249  0.11
H: 0.972 2.015 -1.024  0.06
H: 0.163 4.337 -2.799  0.07
H: -0.582 2.733 -2.815  0.07
H: 1.134 2.937 -3.213  0.08
H: 1.806 4.932 -0.859  0.09
H: 2.823 3.585 -1.406  0.09
H: 2.289 3.666 0.277  0.06
H: -1.252 1.332 3.277  0.11
H: -2.477 3.833 4.514  0.08
H: -0.750 3.436 4.513  0.08
H: -1.904 2.395 5.362  0.08
H: -4.096 2.359 2.972  0.08
H: -3.579 1.059 4.045  0.08
H: -3.420 0.866 2.301  0.06
F: 4.732 -1.437 -1.750  0.14
C: 5.152 -0.386 -1.049  -0.67
F: 6.226 -0.723 -0.359  0.17
F: 5.442 0.604 -1.885  0.16
S: 3.816 0.139 0.111  0.61
O: 2.646 0.267 -0.797  -0.37
O: 3.645 -0.935 1.054  -0.24
N: 4.180 1.523 0.647  -0.26
S: 5.080 1.722 1.975  0.63
O: 4.439 1.248 3.162  -0.25
O: 6.455 1.417 1.728  -0.26
C: 4.963 3.560 2.049  -0.69
F: 5.694 3.964 3.084  0.15
F: 3.709 3.952 2.223  0.15
F: 5.444 4.106 0.934  0.14
C: -4.058 2.080 -1.790  -0.14
C: -3.857 1.424 -0.440  -0.16
N: -2.552 0.782 -0.414  0.12
C: -1.880 0.383 -1.509  -0.36
N: -0.629 -0.033 -1.369  -0.01
C: 0.076 -0.407 -2.602  -0.20
C: -0.837 -1.172 -3.536  -0.13
C: -2.002 -0.271 -3.883  -0.13
N: -2.523 0.398 -2.693  -0.02
C: -3.822 1.041 -2.865  -0.14
H: -3.355 2.909 -1.901  0.12
H: -5.071 2.474 -1.875  0.12
H: -4.647 0.689 -0.251  0.12
H: -3.875 2.161 0.360  0.10
H: -1.987 0.914 0.411  0.10
H: 0.940 -1.027 -2.340  0.09
H: 0.467 0.489 -3.100  0.12
H: -1.184 -2.082 -3.045  0.10
H: -0.310 -1.455 -4.447  0.13
H: -2.819 -0.852 -4.320  0.13
H: -1.708 0.489 -4.615  0.13
H: -4.614 0.283 -2.847  0.13
H: -3.827 1.498 -3.857  0.13

## Properties
- HOMO level (eV) = -8.51
- relative energy (zero: lowest compared OMol25 entry of this formula, charge and spin) (kcal/mol) = 0.0
- orbital gap (eV) = 8.3
- LUMO energy (eV) = -0.23


Record 3
DFT (the ωB97M-V functional and the def2-TZVPD basis) results for a 2-piece molecular cluster, C3H4NOS overall in a non-equilibrium geometry.

Last column: Löwdin charge in e.
Element x y z (Å)
C: -0.965 0.548 -0.940  -0.45
C: -3.799 -0.850 -0.161  -0.83
C: -0.562 -0.447 0.194  -0.25
N: -0.778 1.815 -0.992  -0.08
O: -3.931 -1.778 -0.883  0.05
S: -3.956 0.469 0.786  0.65
H: -1.536 -0.862 0.403  -0.04
H: 0.048 -1.237 -0.266  0.04
H: -0.233 -0.015 1.089  0.00
H: -0.442 2.441 -0.345  -0.09

## Properties
- HOMO level (eV) = -0.80
- relative energy (zero: lowest compared OMol25 entry of this formula, charge and spin) (kcal/mol) = 75.9
- net charge = -1
- orbital gap (eV) = 4.0
- LUMO energy (eV) = 3.17